{
  "formula": "C4H9N2O2",
  "method": "ωB97M-V with the def2-TZVPD basis set",
  "symbols": ["C", "N", "C", "N", "C", "O", "C", "O", "H", "H", "H", "H", "H", "H", "H", "H", "H"],
  "positions_angstrom": [[-0.338, -1.814, -0.875], [-0.091, -0.739, 0.040], [1.080, -0.694, 0.572], [1.078, 0.033, 1.676], [-1.135, 0.381, 0.202], [-2.102, 0.242, 0.848], [-0.656, 1.653, -0.417], [0.632, 1.519, -0.924], [0.534, -2.259, -1.213], [-1.058, -2.577, -0.535], [-0.821, -1.397, -1.709], [1.889, -1.333, 0.292], [0.171, 0.381, 1.899], [1.929, 0.088, 2.316], [-1.432, 2.147, -1.042], [-0.576, 2.305, 0.472], [0.896, 2.066, -1.600]],
  "total_charge": 1,
  "homo_lumo_gap_ev": 10.881,
  "e_tot_ev": -11361.1229,
  "molar_mass_g_mol": 117.1,
  "smiles": "CN(C=[NH2+])C(=O)CO",
  "lumo_ev": -3.92
}

---

{
  "formula": "C4H9N2OP",
  "method": "ωB97M-V with the def2-TZVPD basis set",
  "symbols": ["C", "C", "C", "P", "N", "N", "C", "O", "H", "H", "H", "H", "H", "H", "H", "H", "H"],
  "positions_angstrom": [[0.570, -1.899, -0.291], [1.283, -0.570, -0.190], [0.196, 0.617, 0.293], [1.048, 2.223, 0.745], [-0.547, 0.917, -0.883], [-1.755, 0.788, -0.910], [-2.753, 0.500, -0.054], [-3.341, -0.539, 0.099], [-0.213, -1.863, -1.045], [1.280, -2.675, -0.577], [0.124, -2.179, 0.661], [2.076, -0.597, 0.557], [1.680, -0.246, -1.149], [-0.413, 0.240, 1.126], [1.928, 2.190, -0.333], [1.975, 1.623, 1.605], [-3.136, 1.472, 0.345]],
  "total_charge": 0,
  "homo_lumo_gap_ev": 9.438,
  "e_tot_ev": -18607.4360,
  "molar_mass_g_mol": 132.1,
  "smiles": "CC[C@@H](P)/N=N\\C=O",
  "lumo_ev": 0.08
}

---

{
  "formula": "C4H9N2OS",
  "method": "ωB97M-V with the def2-TZVPD basis set",
  "symbols": ["O", "C", "N", "C", "N", "C", "C", "S", "H", "H", "H", "H", "H", "H", "H", "H", "H"],
  "positions_angstrom": [[-1.458, 1.122, 0.344], [-0.532, 0.281, 0.428], [-0.741, -1.118, 0.235], [-0.325, -1.638, -0.992], [-1.527, -1.495, -2.061], [0.413, 0.580, 1.587], [1.339, 1.660, 1.197], [2.058, 1.097, -0.378], [0.305, 0.503, -0.509], [0.640, -1.339, -1.418], [-0.373, -2.725, -0.883], [-2.140, -0.816, -1.620], [-1.256, -1.060, -2.939], [1.067, -0.295, 1.682], [-0.144, 0.591, 2.528], [1.975, 2.156, 1.930], [0.698, 2.497, 0.869]],
  "total_charge": -1,
  "homo_lumo_gap_ev": 5.977,
  "e_tot_ev": -20153.6084,
  "molar_mass_g_mol": 133.2,
  "lumo_ev": 2.66
}

---

{
  "formula": "C4H9N2P",
  "method": "ωB97M-V with the def2-TZVPD basis set",
  "symbols": ["C", "C", "C", "C", "N", "N", "P", "H", "H", "H", "H", "H", "H", "H", "H", "H"],
  "positions_angstrom": [[3.403, 0.290, 0.050], [2.180, 0.785, -0.118], [0.968, 0.011, -0.050], [-0.230, 0.596, -0.121], [-1.472, -1.563, -0.095], [-1.464, -0.015, -0.076], [-2.918, 0.823, 0.128], [4.280, 0.912, 0.000], [3.569, -0.755, 0.250], [2.051, 1.843, -0.311], [1.052, -1.056, 0.071], [-0.332, 1.668, -0.223], [-1.886, -1.860, 0.785], [-2.093, -1.830, -0.853], [-3.711, 0.009, -0.714], [-3.398, 0.142, 1.275]],
  "total_charge": 0,
  "multiplicity": 3,
  "homo_lumo_gap_ev": [5.002, 8.253],
  "e_tot_ev": -16556.9987,
  "molar_mass_g_mol": 116.1,
  "lumo_ev": [0.76, -1.33]
}

---

{
  "formula": "C4H9N3",
  "method": "ωB97M-V with the def2-TZVPD basis set",
  "symbols": ["C", "C", "C", "C", "N", "N", "N", "H", "H", "H", "H", "H", "H", "H", "H", "H"],
  "positions_angstrom": [[0.707, -1.148, 1.316], [0.820, -0.667, 0.047], [-1.705, 1.494, -0.435], [-0.199, 1.488, -0.080], [1.273, -2.430, 0.919], [1.164, -2.015, -0.450], [0.654, 0.531, -0.623], [0.255, -1.025, 2.386], [-2.342, 2.360, -0.026], [-1.718, 1.651, -1.643], [-2.150, 0.508, -0.208], [0.104, 2.422, -0.571], [-0.199, 1.571, 0.930], [0.693, -3.221, 1.226], [2.046, -2.021, -0.843], [0.597, 0.503, -1.945]],
  "total_charge": 0,
  "homo_lumo_gap_ev": 8.046,
  "e_tot_ev": -8759.1092,
  "molar_mass_g_mol": 99.1,
  "lumo_ev": 0.79
}

---

{
  "formula": "C4H9N3",
  "method": "ωB97M-V with the def2-TZVPD basis set",
  "symbols": ["H", "N", "C", "N", "N", "C", "C", "C", "H", "H", "H", "H", "H", "H", "H", "H"],
  "positions_angstrom": [[-3.384, -1.506, 0.763], [-2.463, -1.718, 1.145], [-1.567, -0.879, 0.875], [-1.628, 0.241, 0.085], [-0.546, 1.080, -0.023], [0.616, 0.553, -0.178], [1.782, 1.478, -0.019], [0.920, -0.761, -0.852], [-0.493, -1.065, 1.146], [-2.510, 0.740, 0.042], [2.499, 1.037, 0.669], [2.289, 1.634, -0.972], [1.454, 2.443, 0.361], [1.561, -0.579, -1.712], [1.461, -1.423, -0.173], [0.011, -1.275, -1.157]],
  "total_charge": 0,
  "homo_lumo_gap_ev": 9.401,
  "e_tot_ev": -8762.7194,
  "molar_mass_g_mol": 99.1,
  "smiles": "[H]/N=C\\NN=C(C)C",
  "lumo_ev": 0.96
}

---

{
  "formula": "C4H9N3",
  "method": "ωB97M-V with the def2-TZVPD basis set",
  "symbols": ["C", "N", "C", "N", "C", "C", "N", "H", "H", "H", "H", "H", "H", "H", "H", "H"],
  "positions_angstrom": [[-0.624, -0.190, -0.786], [-1.354, 1.468, -0.903], [-0.434, -0.228, 0.596], [-0.305, 2.420, -0.765], [0.511, -1.898, 0.187], [1.813, -1.945, 0.422], [-0.433, 0.345, 1.671], [-2.053, 1.607, -0.170], [-0.452, 3.179, -1.422], [-0.218, 2.802, 0.174], [0.055, -0.084, 2.452], [0.243, 0.032, -1.396], [-1.425, -0.805, -1.179], [-0.084, -2.787, -0.002], [2.389, -1.042, 0.612], [2.371, -2.873, 0.508]],
  "total_charge": 0,
  "homo_lumo_gap_ev": 8.558,
  "e_tot_ev": -8758.3603,
  "molar_mass_g_mol": 99.1,
  "lumo_ev": 0.97
}

---

{
  "formula": "C4H9N3",
  "method": "ωB97M-V with the def2-TZVPD basis set",
  "symbols": ["C", "C", "N", "N", "C", "N", "C", "H", "H", "H", "H", "H", "H", "H", "H", "H"],
  "positions_angstrom": [[1.637, -0.444, -0.510], [-1.172, -1.468, -1.137], [-0.182, -1.307, -0.074], [-0.602, -0.280, 0.767], [0.191, 0.820, 0.870], [-0.209, 1.849, 1.707], [1.330, 0.799, 0.086], [-1.605, -0.141, 0.873], [-1.196, 2.069, 1.715], [0.374, 2.669, 1.661], [1.977, -1.276, 0.085], [2.039, -0.433, -1.523], [1.733, 1.737, -0.273], [-0.851, -2.289, -1.778], [-1.309, -0.565, -1.752], [-2.152, -1.741, -0.717]],
  "total_charge": 0,
  "homo_lumo_gap_ev": 8.437,
  "e_tot_ev": -8760.8272,
  "molar_mass_g_mol": 99.1,
  "lumo_ev": 0.91
}

---

{
  "formula": "C4H9N3",
  "method": "ωB97M-V with the def2-TZVPD basis set",
  "symbols": ["H", "N", "C", "C", "N", "C", "C", "N", "H", "H", "H", "H", "H", "H", "H", "H"],
  "positions_angstrom": [[1.847, 0.181, 1.819], [1.861, 0.774, 0.977], [0.874, 0.441, 0.205], [0.642, 1.092, -1.143], [0.291, 0.111, -2.175], [-0.114, -0.604, 0.678], [-1.502, -0.146, 0.998], [0.302, -1.817, 0.845], [-0.452, -2.421, 1.193], [-0.152, 1.838, -1.047], [1.555, 1.614, -1.448], [0.990, -0.636, -2.180], [-0.601, -0.335, -1.974], [-2.177, -1.002, 1.076], [-1.489, 0.385, 1.954], [-1.874, 0.524, 0.220]],
  "total_charge": 0,
  "homo_lumo_gap_ev": 10.329,
  "e_tot_ev": -8763.3775,
  "molar_mass_g_mol": 99.1,
  "smiles": "[H]/N=C(CN)\\C(C)=N\\[H]",
  "lumo_ev": 0.79
}

---

{
  "formula": "C4H9N3",
  "method": "ωB97M-V with the def2-TZVPD basis set",
  "symbols": ["C", "C", "C", "C", "N", "N", "N", "H", "H", "H", "H", "H", "H", "H", "H", "H"],
  "positions_angstrom": [[2.813, -1.719, -0.438], [-0.640, 1.796, -0.399], [-0.340, -0.124, 0.846], [-1.660, -0.089, -1.221], [2.254, -0.833, 0.117], [-0.358, 0.297, 1.999], [-0.900, 0.533, -0.202], [2.843, -2.797, -0.414], [3.519, -1.614, -1.317], [-0.827, 2.175, -1.440], [-0.204, 2.258, 0.353], [-2.711, -0.130, -0.876], [-1.366, -1.011, -1.613], [-1.702, 0.470, -2.140], [0.280, -0.166, 2.631], [-0.939, 1.017, 2.373]],
  "total_charge": 2,
  "homo_lumo_gap_ev": [5.257, 8.663],
  "e_tot_ev": -8739.1149,
  "molar_mass_g_mol": 99.1,
  "lumo_ev": [-12.34, -10.56]
}

---

{
  "formula": "C4H9N3",
  "method": "ωB97M-V with the def2-TZVPD basis set",
  "symbols": ["C", "C", "N", "C", "N", "C", "N", "H", "H", "H", "H", "H", "H", "H", "H", "H"],
  "positions_angstrom": [[1.302, 1.180, 0.478], [0.281, 0.546, -0.421], [-1.094, 1.236, -0.191], [-1.802, 0.251, 0.357], [-1.151, -0.951, 0.320], [0.087, -0.883, -0.153], [0.818, -1.924, -0.389], [1.179, 0.591, 1.462], [1.093, 2.321, 0.532], [2.333, 1.100, 0.084], [0.446, 0.487, -1.495], [-1.204, 2.234, -0.534], [-2.908, 0.352, 0.469], [-1.658, -1.804, 0.722], [1.685, -1.822, -0.899], [0.593, -2.913, -0.342]],
  "total_charge": 2,
  "homo_lumo_gap_ev": 10.870,
  "e_tot_ev": -8745.5996,
  "molar_mass_g_mol": 99.1,
  "smiles": "C[C@@H]1NC=[NH+]C1=[NH2+]",
  "lumo_ev": -10.03
}

---

{
  "formula": "C4H9N3O",
  "method": "ωB97M-V with the def2-TZVPD basis set",
  "symbols": ["C", "N", "C", "N", "N", "C", "C", "O", "H", "H", "H", "H", "H", "H", "H", "H", "H"],
  "positions_angstrom": [[0.647, -0.117, -0.731], [1.089, -0.176, 0.616], [-0.607, 0.449, -2.069], [2.331, 0.386, 0.976], [-1.759, -0.236, -2.314], [0.238, -0.583, 1.662], [-0.929, -0.210, 2.218], [-0.115, 1.232, -2.858], [2.375, 0.832, 1.892], [2.591, 1.093, 0.286], [-2.112, -0.638, -1.448], [-2.409, 0.045, -3.035], [1.534, 0.221, -1.274], [-0.355, -0.434, -0.390], [0.505, -1.609, 1.914], [-1.431, 0.705, 1.928], [-1.595, -0.961, 2.626]],
  "total_charge": 0,
  "homo_lumo_gap_ev": [7.102, 7.103],
  "e_tot_ev": -10804.1796,
  "molar_mass_g_mol": 115.1,
  "lumo_ev": [0.62, 0.62]
}

---

{
  "formula": "C4H9N3O",
  "method": "ωB97M-V with the def2-TZVPD basis set",
  "symbols": ["H", "N", "C", "C", "N", "O", "H", "H", "H", "H", "N", "C", "C", "H", "H", "H", "H"],
  "positions_angstrom": [[-0.034, 0.667, -2.936], [-0.083, 0.779, -1.929], [0.742, 1.227, -1.116], [1.751, 0.224, -0.215], [1.583, 0.302, 1.114], [2.821, -0.089, -0.703], [1.342, 2.114, -1.355], [0.706, 0.689, 1.461], [2.137, -0.274, 1.728], [-1.466, 1.116, 2.025], [-1.118, 0.204, 1.740], [-1.443, -0.205, 0.594], [-1.254, -1.565, 0.032], [-2.053, 0.515, -0.071], [-1.226, -1.513, -1.055], [-2.091, -2.211, 0.299], [-0.315, -1.979, 0.388]],
  "total_charge": 0,
  "homo_lumo_gap_ev": 8.809,
  "e_tot_ev": -10808.7042,
  "molar_mass_g_mol": 115.1,
  "smiles": "[H]/N=C/C(N)=O.[H]/N=C/C",
  "lumo_ev": 0.22
}

---

{
  "formula": "C4H9N3O",
  "method": "ωB97M-V with the def2-TZVPD basis set",
  "symbols": ["H", "N", "C", "N", "C", "N", "C", "C", "O", "H", "H", "H", "H", "H", "H", "H", "H"],
  "positions_angstrom": [[3.187, 0.024, 0.462], [2.617, -0.406, -0.327], [1.565, 0.170, -0.129], [1.249, 1.348, 0.757], [0.449, -0.538, -0.786], [-0.419, -1.292, 0.206], [-1.334, -0.435, 1.098], [-2.103, 0.306, -0.052], [-1.806, 1.210, -0.791], [0.588, 1.843, -0.064], [2.117, 1.887, 0.552], [0.815, -1.109, -1.654], [-0.139, 0.116, -1.399], [-1.343, -1.662, -0.485], [-0.714, 0.251, 1.637], [-1.687, -1.378, 1.489], [-3.042, -0.335, -0.515]],
  "total_charge": 0,
  "homo_lumo_gap_ev": 10.261,
  "e_tot_ev": -10807.3989,
  "molar_mass_g_mol": 115.1,
  "smiles": "[H]/N=C(\\N)CNCC=O",
  "lumo_ev": 0.77
}